# 1
{
  "formula": "C24H43BF7N2O9",
  "method": "wB97M-V/def2-TZVPD",
  "charge": 1,
  "e_lumo_ev": -5.81,
  "homo_lumo_gap_ha": 0.222,
  "de_lowest_kcal_mol": 119.4,
  "elements": ["C", "O", "C", "C", "C", "C", "C", "C", "C", "C", "C", "C", "F", "F", "C", "F", "F", "F", "C", "B", "O", "O", "C", "N", "N", "C", "O", "F", "C", "O", "F", "H", "H", "H", "H", "H", "H", "H", "H", "H", "H", "H", "H", "H", "H", "H", "H", "H", "H", "H", "C", "C", "O", "H", "H", "H", "H", "H", "H", "C", "C", "O", "H", "H", "H", "H", "H", "H", "C", "C", "O", "H", "H", "H", "H", "H", "H", "C", "C", "O", "H", "H", "H", "H", "H", "H"],
  "positions_angstrom": [[-2.15209, 3.90293, 0.36098], [-2.50142, 2.59479, 0.83491], [-2.10708, 1.57364, -0.09542], [-3.16099, 1.41976, -1.29576], [-3.63678, -0.08058, -1.45330], [-2.60415, -1.04402, -2.18153], [-1.42699, -0.31207, -2.92690], [-0.30006, -1.33529, -3.46049], [0.81046, -1.33278, -2.34040], [0.78821, -2.44197, -1.34852], [1.80264, -2.48524, -0.23614], [1.78521, -3.62822, 0.83139], [3.00676, -4.18203, 1.08843], [1.17473, -3.10243, 1.96778], [0.83728, -4.84029, 0.38205], [1.20268, -5.36334, -0.82324], [1.06292, -5.83619, 1.31639], [-0.48877, -4.52619, 0.47218], [2.79901, -1.33703, -0.21521], [3.93268, -1.19975, 0.92643], [3.73665, -0.35961, 2.05166], [5.12633, -1.94398, 0.84431], [2.73316, -0.31502, -1.26956], [1.76719, -0.29334, -2.30843], [1.76869, 0.69683, -3.26933], [1.24634, 1.96324, -2.76677], [1.49786, 2.47855, -1.72167], [0.40760, 2.63970, -3.62969], [3.07930, 0.82229, -3.90409], [3.43574, 0.10191, -4.77998], [3.91645, 1.79764, -3.39808], [-1.53985, 4.48822, 1.11283], [-3.11350, 4.48041, 0.19018], [-1.56650, 3.90587, -0.60171], [-1.06395, 1.79690, -0.46664], [-2.04166, 0.60914, 0.49533], [-2.79651, 1.89977, -2.24687], [-4.06523, 2.02627, -0.97830], [-4.60477, -0.07176, -2.02953], [-3.88553, -0.46779, -0.40668], [-2.24299, -1.80281, -1.42988], [-3.18627, -1.63465, -2.95552], [-0.87040, 0.40852, -2.24854], [-1.87005, 0.28515, -3.77121], [0.09623, -1.06229, -4.47177], [-0.71537, -2.38294, -3.47954], [0.00215, -3.23375, -1.48017], [2.94455, 0.18790, 1.89680], [5.49856, -2.04572, 1.74037], [3.47927, 0.52289, -1.25109], [-7.18090, -0.66279, 2.58039], [-5.74833, -0.16951, 2.59734], [-5.31288, 0.13013, 1.27117], [-7.27084, -1.55481, 1.95700], [-7.52351, -0.90177, 3.58874], [-7.84545, 0.09407, 2.15372], [-5.08748, -0.93438, 3.00330], [-5.65265, 0.73128, 3.21184], [-5.89558, 0.81338, 0.92057], [3.32661, 4.51301, -5.05556], [2.65284, 5.71366, -4.41566], [1.24253, 5.52756, -4.36457], [2.94583, 4.35500, -6.06690], [4.40853, 4.65243, -5.10402], [3.11578, 3.60326, -4.49038], [2.84936, 6.61482, -4.99688], [3.02333, 5.87160, -3.39747], [1.07085, 4.73799, -3.84256], [5.95810, 1.75530, 4.58278], [6.54074, 0.36082, 4.70700], [5.50177, -0.61448, 4.70001], [5.26661, 1.95527, 5.40381], [6.74624, 2.51094, 4.59396], [5.38921, 1.85512, 3.65373], [7.08915, 0.25801, 5.64381], [7.22767, 0.15050, 3.88029], [5.02557, -0.52755, 3.86740], [-2.73377, -4.19188, 3.36779], [-3.39942, -2.99443, 4.01931], [-4.80954, -3.18215, 4.08189], [-3.12497, -4.34520, 2.35928], [-1.65133, -4.05403, 3.30933], [-2.94077, -5.10436, 3.93282], [-3.20778, -2.08935, 3.44020], [-3.01881, -2.84203, 5.03426], [-4.97447, -3.97666, 4.60223]],
  "forces_ev_per_angstrom": [[-0.5001, 1.2172, -0.0503], [1.1135, -0.0830, -0.9974], [-0.3365, -0.3239, -0.1155], [-0.2065, 0.0252, 0.9903], [-0.0871, 0.4032, 0.0866], [-0.3923, -0.1610, -0.0252], [0.1762, -0.1632, -0.0111], [0.0881, 0.1369, 1.2680], [-0.3555, -1.2045, -0.3126], [2.4672, 1.8553, 0.9757], [-0.3000, 2.6476, -2.9906], [-1.3535, -0.2063, -0.4929], [-1.4157, 1.3200, -0.1429], [1.3829, -0.6224, -1.1765], [0.5307, -1.8334, 1.8300], [-0.9263, 1.1398, 1.2169], [-0.4548, 1.4324, -1.3639], [1.8269, -0.2031, -0.8664], [-1.8860, -0.1621, -2.3543], [1.7739, -0.2325, 1.4828], [-0.4385, -0.8584, -2.2875], [-2.4038, 0.9309, 0.4653], [-0.3187, -1.3900, 1.4781], [0.0577, -3.4131, 3.2987], [0.1821, 1.7629, -0.4122], [-0.8258, 2.5213, 1.0154], [-0.1952, -1.4275, -1.2317], [1.5570, -2.0352, 0.6243], [1.7528, -0.7440, -1.6909], [-0.6987, 1.1169, 1.5950], [-1.8705, -1.3299, -0.2338], [-0.6889, -0.9010, -0.5987], [1.1360, -0.5408, 0.0927], [-0.5861, -0.2385, 0.8421], [-0.8341, -0.1438, 0.1999], [-0.2758, 1.0293, -0.6210], [-0.2791, -0.6186, 0.8448], [1.0377, -0.7055, -0.3040], [0.9809, -0.0814, 0.5230], [0.3213, 0.5102, -1.5299], [-0.0072, 0.7556, -0.7383], [0.8204, 0.5665, 0.8006], [-0.9919, -0.5868, -0.6099], [0.6661, -0.5968, 0.7239], [-0.1912, -0.1870, 1.0451], [0.4648, 1.1236, -0.1518], [0.9932, 1.0875, 0.1145], [0.3453, -0.2122, 0.5724], [0.2150, 0.1782, -0.4381], [-0.9605, -0.8554, -0.2237], [-0.0482, -0.0925, 0.0240], [-0.3469, 0.1772, -0.0459], [0.2544, -0.0454, -0.1151], [0.0711, -0.0079, 0.1037], [-0.0219, 0.0127, -0.0531], [0.0081, 0.0406, 0.1178], [-0.0036, 0.0543, -0.1568], [0.0015, -0.0781, 0.1150], [0.0581, -0.0595, 0.0535], [0.0345, 0.1510, -0.2295], [-0.1077, -0.3646, 0.1620], [-0.0593, 0.1549, -0.1152], [0.0475, 0.0974, 0.0272], [-0.0246, -0.1066, 0.0189], [0.0573, 0.1166, 0.0803], [-0.1547, -0.0335, 0.0530], [0.1819, 0.0857, -0.0683], [-0.0449, 0.1550, -0.0187], [0.0146, 0.1084, 0.0645], [-0.2614, 0.1173, -0.2698], [0.0750, -0.2909, 0.0698], [0.1040, -0.0274, 0.0149], [-0.0609, 0.0083, -0.0311], [0.1078, 0.0160, -0.0413], [-0.1023, -0.1455, -0.0479], [0.1578, 0.1163, 0.0818], [-0.0973, 0.1409, 0.1023], [0.0870, -0.0030, -0.1182], [-0.1057, -0.4369, 0.1723], [-0.0144, 0.1958, -0.1030], [0.0231, 0.0783, 0.0295], [-0.0094, -0.0659, 0.0297], [0.1048, 0.0484, 0.0416], [-0.1568, 0.0007, 0.0529], [0.1714, 0.0851, -0.0737], [-0.0495, 0.0974, -0.0424]]
}

***

# 2
{
  "formula": "C3H13N2O3",
  "method": "wB97M-V/def2-TZVPD",
  "charge": -1,
  "e_lumo_ev": 3.54,
  "homo_lumo_gap_ha": 0.254,
  "de_lowest_kcal_mol": 48.0,
  "elements": ["C", "N", "C", "O", "C", "N", "H", "H", "H", "H", "H", "H", "H", "H", "H", "H", "H", "O", "H", "H", "O"],
  "positions_angstrom": [[-0.11090, -0.10261, 1.00158], [0.24577, -0.30544, -0.47177], [-0.93188, -0.21767, -1.36879], [-1.69682, -1.27559, -1.10159], [0.56623, 1.14187, 1.51866], [1.70405, 0.86251, 2.40383], [-1.17181, -0.14645, 1.26984], [0.15519, -1.08134, 1.68100], [0.63529, -1.23522, -0.51129], [-1.55698, 0.67353, -0.95931], [-0.71363, -0.28411, -2.42811], [0.77361, 1.83720, 0.71986], [-0.16701, 1.75216, 1.90863], [1.56532, 0.24952, 3.30480], [2.52023, 0.62424, 1.95383], [3.59457, 0.80259, -0.37109], [2.29359, 0.19207, -0.82578], [3.14128, 0.56387, -1.13739], [-3.01253, -0.93101, -1.80924], [-4.02864, -1.98447, -2.35128], [-3.80493, -1.13567, -2.42640]],
  "forces_ev_per_angstrom": [[0.4393, -2.7172, -0.2487], [1.0615, 1.0027, 1.6397], [-1.6351, -0.7627, 2.6578], [-1.2683, -1.1580, 0.1403], [0.8577, -1.6677, 0.1841], [-2.0131, 0.5765, 3.4288], [-0.3041, 0.5152, -1.0670], [0.2104, 2.2318, -1.7190], [-0.4863, -0.4056, -0.4926], [1.4310, 0.0812, -1.2286], [0.9127, 1.1954, -0.4721], [1.2533, -0.4294, -0.7378], [-1.5993, 1.1020, 2.3974], [-0.0454, 1.6027, -2.9123], [1.8282, -0.8113, -1.1622], [1.1766, 0.6508, 1.8986], [-0.4507, 0.2469, -0.2236], [-0.9605, -0.7498, -1.7466], [0.0988, -1.4244, -0.1520], [-0.9435, -5.1306, 0.7349], [0.4369, 6.0514, -0.9191]]
}

***

# 3
{
  "formula": "C6H11NO",
  "method": "wB97M-V/def2-TZVPD",
  "e_lumo_ev": 0.84,
  "homo_lumo_gap_ha": 0.311,
  "de_lowest_kcal_mol": 83.6,
  "elements": ["C", "C", "N", "C", "C", "C", "C", "O", "H", "H", "H", "H", "H", "H", "H", "H", "H", "H", "H"],
  "positions_angstrom": [[1.14998, 1.25149, -1.41080], [-2.10456, -0.07401, 1.20743], [0.27946, -0.64291, 1.49480], [1.56386, 0.61905, -0.16035], [-0.86079, -0.67560, 0.61233], [0.70680, 0.58994, 0.89678], [-0.85522, -1.20199, -0.64928], [2.42001, -0.45948, -0.28294], [2.82516, -0.44744, -1.15666], [0.93977, -1.37707, 1.25058], [0.18675, 1.48570, 1.19584], [0.34037, 0.43349, -1.77571], [1.98381, 1.51521, -2.06483], [0.56818, 2.15234, -1.23862], [-2.53592, 0.67805, 0.54614], [-2.84672, -0.85519, 1.37384], [-1.89902, 0.39731, 2.16600], [-1.79796, -1.50612, -1.07431], [-0.06395, -1.88275, -0.93023]],
  "forces_ev_per_angstrom": [[-1.0119, -0.3350, -0.3250], [-0.0425, 0.3031, -0.0904], [0.0417, 0.0284, 0.0350], [-0.6671, -0.6060, 1.2957], [-0.6166, -1.0941, -0.8625], [1.7269, 0.7078, -0.6019], [-0.2151, -1.1615, 1.8629], [-0.2497, -0.0284, -0.1264], [-0.0809, -0.0286, 0.0239], [-0.0695, 0.1075, -0.0721], [-0.3682, -0.0409, -0.2273], [1.7490, 1.5548, -0.0210], [-0.2733, -0.3591, -0.4395], [-0.0781, 0.0931, 0.0934], [-0.0851, -0.0840, -0.0217], [-0.0157, -0.0053, -0.0114], [0.0968, -0.0324, 0.0131], [-0.3335, 0.6226, -0.3416], [0.4928, 0.3580, -0.1832]]
}